w) Density functional theory data (wB97M-V/def2-TZVPD) for a cluster of 2 separate species, C10H16 in total.

* ⟨S²⟩: 0.7624
* multiplicity: 2
* charge: -1

Structure (XYZ):
```
26
C10H16, DFT wB97M-V/def2-TZVPD
C 0.5293 1.7094 -1.9799
C 2.9055 -1.0426 -1.1032
C -1.8685 -0.5170 2.2251
C -2.5580 0.4907 0.0504
C 2.2774 -0.0968 -1.9238
C 1.2349 0.6461 0.2929
C 2.5713 -1.3515 0.2671
C -2.3532 -0.7802 0.8422
C 1.8937 -0.4551 1.0509
C 1.3223 0.7067 -1.0739
H -2.4642 0.2226 2.7034
H -1.8489 -1.5013 2.6893
H 3.0939 -2.2893 0.7452
H 0.3882 2.6666 -1.5138
H -3.1315 0.4281 -0.9056
H -3.4061 -1.2273 1.0075
H 3.5818 -1.7858 -1.5550
H -1.6717 -1.6185 0.4409
H 1.6461 -0.4152 2.0949
H -0.5041 1.3526 -1.7456
H -1.4792 0.7580 -0.1640
H -0.7888 -0.0725 2.1508
H -2.9686 1.2815 0.5766
H 0.7263 1.5802 -3.0634
H 2.3448 0.0129 -2.9533
H 0.5274 1.2977 0.8444
```

In elementary charge units, the Löwdin charges are: -0.092 -0.220 -0.161 -0.132 -0.150 -0.154 -0.220 -0.361 -0.217 -0.316 0.050 0.065 0.094 0.046 0.080 0.106 0.052 0.134 0.034 0.036 0.052 0.085 0.036 0.062 0.015 0.076

=====

x) Density functional theory data (wB97M-V/def2-TZVPD) for a cluster of 2 separate species, C10H16 in total.

* ⟨S²⟩: 0.7568
* multiplicity: 2
* charge: -1

Structure (XYZ):
```
26
C10H16, DFT wB97M-V/def2-TZVPD
C 0.5063 -1.1973 -2.3981
C -0.9655 -0.3689 -4.1596
C -0.1525 -0.4155 -1.4070
C -0.7050 -1.3775 0.7859
C -1.2651 0.3638 -1.8597
C 0.2963 -0.4879 -0.0024
C -1.6108 0.3833 -3.1931
C 0.3457 1.2799 3.5744
C 1.8056 1.6543 3.5739
C 0.1250 -1.2029 -3.7231
H -0.2829 1.6730 2.7756
H 0.7199 -1.7398 -4.4456
H 2.2361 1.4765 2.5895
H -0.5543 -2.4213 0.5070
H 1.9864 2.6454 4.0086
H 0.2335 0.5590 0.3724
H 1.3556 -1.7664 -2.0272
H -1.7253 -1.0586 0.5749
H 1.3343 -0.8052 0.1162
H -0.1384 1.5093 4.5296
H -1.8069 0.8882 -1.0764
H -2.4482 0.9807 -3.5484
H -1.2256 -0.4341 -5.2078
H -0.6797 -1.4247 1.8933
H 2.4138 1.0875 4.2904
H 0.2017 0.1994 3.4569
```

In elementary charge units, the Löwdin charges are: -0.116 -0.174 -0.315 -0.139 -0.137 -0.274 -0.189 -0.226 -0.212 -0.166 0.047 0.057 0.055 0.056 0.054 0.082 0.081 0.056 0.082 0.052 0.061 0.078 0.056 0.033 0.054 0.042

=====

y) Density functional theory data (wB97M-V/def2-TZVPD) for a cluster of 2 separate species, C10H16 in total.

* ⟨S²⟩: 0.7601
* multiplicity: 2
* charge: -1

Structure (XYZ):
```
26
C10H16, DFT wB97M-V/def2-TZVPD
C 2.1935 -1.9418 -1.0823
C -0.5612 1.4386 1.6358
C -2.2057 -0.7191 2.1167
C -2.4613 2.2026 -0.1136
C -0.9087 -0.6766 2.6710
C -0.0825 0.4170 2.4063
C 2.1569 -0.4824 -1.5537
C -1.7902 1.3310 0.9997
C 2.3755 -0.4287 -3.0993
C -2.6500 0.2652 1.2916
H 1.6332 -0.9930 -3.5421
H 0.0222 2.3464 1.3940
H -3.4888 2.4339 0.1185
H 1.3061 -2.3590 -1.0192
H -2.8283 -1.5808 2.3877
H 2.9207 -2.6887 -1.6028
H 2.3868 -2.1299 0.0538
H 0.8827 0.5739 2.7299
H 3.3134 -0.9809 -3.4102
H 1.1560 -0.1577 -1.1445
H -0.5534 -1.4638 3.2950
H -2.5524 1.5281 -0.9527
H 2.9886 0.2238 -1.0386
H -1.8856 3.1058 0.0906
H -3.6720 0.1511 0.8297
H 2.3045 0.5850 -3.4615
```

In elementary charge units, the Löwdin charges are: -0.162 -0.152 -0.191 -0.115 -0.195 -0.218 -0.300 -0.355 -0.138 -0.199 0.026 0.092 0.029 -0.011 0.078 0.092 0.099 0.027 0.083 0.112 0.040 0.042 0.131 0.053 0.078 0.054

=====

In terms of stability, x) leads; the second structure lies 151.1 kJ/mol higher.

=====

w) Density functional theory data (wB97M-V/def2-TZVPD) for the molecule C2H3NS3.

* multiplicity: 1
* SMILES: S=C1NSCS1

Structure (XYZ):
```
9
C2H3NS3, DFT wB97M-V/def2-TZVPD
S 0.9640 -0.2586 -1.1593
S -1.0899 -0.8940 0.7873
S 0.0361 2.5810 -1.3668
N -0.8526 0.7623 0.3663
C 0.5919 -1.2977 0.2801
C -0.0515 1.0954 -0.6552
H 0.6249 -2.3619 -0.0307
H 1.2968 -1.0650 1.0925
H -1.5197 1.4385 0.6858
```

In elementary charge units, the Löwdin charges are: 0.848 0.845 0.569 -0.401 -0.765 -1.280 0.051 0.044 0.089

=====

x) Density functional theory data (wB97M-V/def2-TZVPD) for a structure of composition C2H3NS3.

* multiplicity: 1

Structure (XYZ):
```
9
C2H3NS3, DFT wB97M-V/def2-TZVPD
S 1.7452 0.0337 0.2146
S -2.4374 1.1816 0.2802
S 0.3400 2.7550 -0.3124
N -1.1738 -1.0070 -0.6176
C 0.5558 1.0364 0.0522
C -1.2627 0.1880 -0.0932
H -2.0675 -1.5036 -0.6351
H 1.3507 3.4451 0.4343
H -0.1803 -1.4075 -0.5179
```

In elementary charge units, the Löwdin charges are: 0.672 0.642 0.653 0.033 -1.183 -0.947 0.115 -0.069 0.082

=====

y) Density functional theory data (wB97M-V/def2-TZVPD) for a structure of composition C2H3NS3.

* multiplicity: 1

Structure (XYZ):
```
9
C2H3NS3, DFT wB97M-V/def2-TZVPD
S -2.5665 -0.5513 -0.2661
S 1.0922 1.4890 -0.2794
S 1.9799 -1.3444 -0.0884
N -0.0491 0.2176 0.0099
C -1.2770 0.5345 0.2322
C 0.4419 -1.0247 -0.0987
H -0.4636 -1.7815 -0.2804
H 2.0929 0.8199 -0.2264
H -1.2507 1.6408 0.9973
```

In elementary charge units, the Löwdin charges are: 0.553 0.868 0.750 -0.643 -0.679 -0.787 0.078 -0.315 0.175

=====

In terms of stability, w) leads; the second structure lies 173.9 kJ/mol higher.

=====

w) Density functional theory data (wB97M-V/def2-TZVPD) for the molecule C2H3NS3.

* multiplicity: 1
* SMILES: S=C1NSCS1

Structure (XYZ):
```
9
C2H3NS3, DFT wB97M-V/def2-TZVPD
S -0.4408 1.4379 -0.3490
S -2.9068 -0.2774 -0.1804
S 1.2815 -0.8935 -0.3744
N -0.3923 -1.1294 -0.0296
C 1.1818 0.8209 0.1545
C -1.2571 -0.1108 -0.1790
H 1.3175 0.9040 1.2358
H -0.7572 -2.0950 0.0397
H 1.9734 1.3433 -0.3176
```

In elementary charge units, the Löwdin charges are: 0.864 0.558 0.850 -0.411 -0.763 -1.279 0.045 0.113 0.023

=====

x) Density functional theory data (wB97M-V/def2-TZVPD) for a cluster of 2 separate species, C2H3NS3 in total.

* multiplicity: 1

Structure (XYZ):
```
9
C2H3NS3, DFT wB97M-V/def2-TZVPD
S -0.4091 0.4123 2.7331
S 2.3317 -0.7338 1.6911
S -0.9485 -0.4337 -1.6040
N 0.1047 -1.1718 -0.8160
C -0.7221 1.1503 -1.1035
C 0.8876 -0.1671 2.0594
H -1.3492 1.8115 -1.6387
H 0.1058 -2.2189 -0.9794
H -0.0008 1.3512 -0.3420
```

In elementary charge units, the Löwdin charges are: 0.691 0.668 0.833 -0.462 -0.325 -1.385 -0.027 0.019 -0.011

=====

In terms of stability, w) leads; the second structure lies 210.6 kJ/mol higher.

=====

w) Density functional theory data (wB97M-V/def2-TZVPD) for the molecule C23H26N4O2S.

* multiplicity: 1

Structure (XYZ):
```
56
C23H26N4O2S, DFT wB97M-V/def2-TZVPD
S 1.6553 1.7618 0.1019
O -3.0868 2.6265 -1.3345
O 3.3594 0.8692 2.9068
N -1.8768 2.1506 0.4930
N 1.6086 -0.0855 -1.6691
N -0.1249 1.5866 -1.9561
N 2.5713 -1.0455 1.8028
C 2.2784 -1.7573 3.2797
C -2.1047 -3.1480 1.7414
C 3.0234 0.2363 1.7610
C 0.5512 -2.3244 1.0656
C 3.0702 0.7125 0.5072
C 0.1054 -2.2259 2.4597
C -1.3422 -0.6359 -4.7007
C 1.1277 0.9085 -1.2972
C -2.8587 2.0367 1.4547
C -0.4329 -2.6204 0.2487
C 0.5671 -0.1965 -2.7128
C -1.7366 -3.0205 0.5583
C 0.7953 -1.7188 3.6137
C -2.8078 2.9010 2.4425
C 1.9456 -1.6217 0.8305
C 0.6904 -1.5453 -3.7101
C -0.4159 0.5734 -2.8845
C -0.2328 -1.4221 -4.6116
C -1.2083 -2.5747 2.8461
C -1.4673 0.6178 -3.8826
C -2.5858 0.3826 1.9002
C -0.7094 2.8052 -1.6621
C -2.2327 2.3919 -0.7361
H -0.7922 2.1717 0.6810
H 3.5218 0.3293 -0.4298
H -1.6349 -2.7224 3.9297
H -1.0438 3.0745 -2.5792
H 3.7547 1.7122 0.4943
H -2.0671 2.9006 2.9283
H -1.5891 0.4959 2.4422
H -1.9888 1.3564 -4.1648
H -3.1438 -3.7547 2.0962
H 1.4191 -2.4610 -3.4878
H -0.2461 -2.3048 -5.2717
H -0.0326 3.5033 -1.2351
H 2.4845 -2.7047 0.6670
H 1.6642 -1.4261 -0.1088
H -2.0330 -0.7441 -5.5591
H 2.6351 -2.5862 2.9942
H 0.4650 -0.6426 3.9962
H 2.8175 -1.0614 3.8974
H 0.8904 -2.3191 4.5860
H -3.2166 3.8393 2.0361
H -2.4958 -3.4905 -0.3622
H -2.5234 -0.2455 1.0221
H -3.8445 1.6031 0.7466
H -3.2692 0.1595 2.4645
H 0.0277 -2.7962 -0.8013
H -3.6019 2.7419 3.0139
```

In elementary charge units, the Löwdin charges are: 1.057 0.212 -0.057 0.053 0.144 -0.032 -0.005 0.010 -0.151 -0.492 -0.119 -0.397 -0.206 -0.048 -0.658 -0.421 -0.089 -0.151 -0.199 -0.167 -0.060 -0.206 0.039 -0.226 -0.244 -0.008 0.110 0.029 -0.067 -0.534 0.146 0.126 0.142 0.070 0.135 0.009 0.100 0.025 0.165 0.147 0.109 0.084 0.187 0.045 0.106 0.048 0.168 0.108 0.150 0.144 0.185 0.070 0.232 -0.044 0.148 0.077

=====

x) Density functional theory data (wB97M-V/def2-TZVPD) for the molecule C23H26N4O2S.

* multiplicity: 1
* SMILES: CCCCOc1ccc(-c2cc(C(=O)NNC(=S)NCC)c3ccccc3n2)cc1

Structure (XYZ):
```
56
C23H26N4O2S, DFT wB97M-V/def2-TZVPD
S -2.6449 -4.5295 -1.6023
O 1.6621 6.0636 -0.1148
O -1.8362 -1.6668 2.2405
N -2.7328 -3.7385 0.8981
N -1.4469 -3.2440 0.6967
N -4.7103 -4.5677 0.0099
N 2.4972 -0.2149 0.1005
C -3.4185 -4.2299 -0.1628
C 0.2839 8.6843 -2.4839
C 1.4954 -3.6808 0.8638
C 0.2574 -0.1612 0.9071
C 2.4139 2.4901 -0.5850
C 1.6740 4.7087 -0.0381
C 2.3944 6.7238 -1.1272
C 1.5081 1.9318 0.3140
C 2.4967 3.8554 -0.7704
C 0.7008 2.7925 1.0595
C 3.7520 -3.6007 0.0244
C 0.3232 7.1621 -2.5428
C -5.5328 -4.2466 1.1558
C 2.6593 -4.3198 0.5311
C -6.0111 -2.7940 1.1486
C -1.0956 -2.1251 1.3850
C 0.2083 -1.5295 1.0000
C 1.4368 0.4758 0.4531
C 1.3725 -2.2879 0.6999
C 1.7434 6.5948 -2.5075
C 3.6781 -2.2442 -0.1186
C 0.7860 4.1550 0.8889
C 2.4981 -1.5512 0.2280
H 4.5114 -1.6636 -0.4815
H -6.6479 -2.6110 2.0094
H 2.7427 -5.3884 0.6625
H -3.1828 -3.2244 1.6536
H -0.7411 9.0359 -2.5748
H 4.6572 -4.1284 -0.2376
H -0.6261 0.4136 1.1359
H -5.1729 -2.1022 1.1880
H -0.1599 6.8302 -3.4645
H -5.1685 -4.8986 -0.8253
H 1.7060 5.5388 -2.7832
H 3.0510 1.8266 -1.1486
H 3.4306 6.3649 -1.1570
H -6.3946 -4.9166 1.1333
H -0.2406 6.7492 -1.7040
H 3.2083 4.2420 -1.4832
H 2.3715 7.1143 -3.2338
H -4.9680 -4.4581 2.0680
H 0.8665 9.1134 -3.2967
H 0.6826 9.0509 -1.5418
H 2.4069 7.7699 -0.8125
H -1.0676 -3.5175 -0.2104
H 0.0171 2.3987 1.7960
H 0.6705 -4.2424 1.2752
H -6.5802 -2.5891 0.2449
H 0.1708 4.8269 1.4669
```

In elementary charge units, the Löwdin charges are: 0.629 -0.046 0.070 0.032 0.048 -0.024 0.169 -0.863 -0.108 -0.031 0.071 -0.013 -0.264 -0.197 -0.173 -0.011 -0.023 -0.077 -0.257 -0.240 -0.074 -0.077 -0.420 -0.061 -0.208 -0.095 -0.182 -0.011 0.004 -0.207 0.112 0.074 0.104 0.128 0.069 0.103 0.120 0.067 0.106 0.119 0.103 0.111 0.120 0.118 0.107 0.106 0.117 0.115 0.073 0.065 0.121 0.063 0.111 0.108 0.076 0.119

=====

In terms of stability, x) leads; the second structure lies 1907.2 kJ/mol higher.